[1]
Molecular formula: C5H3NO
Method: DFT, wB97M-V/def2-TZVPD

Calculated values
Gap between HOMO and LUMO ... 10.01 eV
Energy relative to the best compared isomer or geometry (same formula, charge and spin) ... 49.4 kcal/mol

Last column: natural (NBO) charge in e.
Geometry (Å):
N  -1.2043  -0.5874  -2.4582  -0.306
C  -1.1247  -0.3604  -1.3173  0.249
C  -0.8942  -0.2104  0.0505  -0.434
C  0.7681  -0.7851  0.1178  -0.007
C  1.2022  0.3455  0.6530  -0.339
C  -0.0487  1.0781  0.5653  0.595
O  -0.4568  2.1868  0.7238  -0.481
H  -1.5196  -0.4185  0.8758  0.265
H  1.0806  -1.7208  -0.2102  0.223
H  2.1974  0.4720  0.9996  0.235

[2]
Molecular formula: C31H53N2O3P
Method: DFT, wB97M-V/def2-TZVPD

Calculated values
Gap between HOMO and LUMO ... 8.47 eV
Energy relative to the best compared isomer or geometry (same formula, charge and spin) ... 0.0 kcal/mol

Last column: Löwdin charge in e.
Geometry (Å):
C  7.2740  -1.9657  -0.6081  -0.109
C  6.0016  -1.7163  -1.4395  -0.260
C  4.9303  -0.9928  -0.6402  -0.236
C  5.3986  0.3020  0.0225  -0.196
C  4.2197  1.0666  0.6594  -0.203
C  4.2803  1.1520  2.1803  -0.206
C  4.0727  -0.1685  2.9268  -0.200
C  2.8109  -0.9309  2.5630  -0.205
C  1.5491  -0.3832  3.2301  -0.204
C  0.2759  -0.6536  2.4259  -0.194
C  0.2625  0.1503  1.0972  -0.168
C  0.4903  -0.7241  -0.1544  -0.125
C  -0.3074  -0.3244  -1.3763  -0.098
C  -0.1224  0.9695  -1.9650  -0.128
C  0.9175  1.9572  -1.4726  -0.131
C  0.4078  3.3944  -1.2666  -0.173
C  0.1741  3.7739  0.2132  -0.205
C  -1.2088  4.4024  0.4087  -0.271
C  -1.5367  4.6830  1.8658  -0.115
C  -0.8656  1.3304  -3.0691  0.034
C  -1.8039  0.4659  -3.6613  -0.202
N  -2.4997  0.8900  -4.7580  0.135
C  -3.3339  0.0142  -5.2404  -0.129
C  -3.5358  -1.2606  -4.6802  -0.127
N  -2.8939  -1.6791  -3.6275  0.139
C  -1.9866  -0.8080  -3.0980  -0.164
C  -1.2325  -1.1973  -1.9500  -0.114
C  -1.5025  -2.5787  -1.3994  -0.157
C  -2.2739  -2.6122  -0.0635  -0.179
P  -3.6888  -1.5134  0.0264  0.480
O  -3.3492  -0.0878  -0.1051  -0.239
O  -4.3594  -1.8340  1.4562  -0.209
C  -3.7956  -1.0750  2.5491  -0.274
C  -4.0954  -1.7598  3.8578  -0.070
O  -4.7503  -2.0257  -1.0278  -0.196
C  -6.1192  -1.6037  -0.7830  -0.249
C  -6.8175  -1.4230  -2.1213  -0.058
H  6.9709  -2.1806  0.4124  0.069
H  7.8559  -2.7952  -0.9925  0.064
H  7.8822  -1.0663  -0.6078  0.067
H  5.6283  -2.6974  -1.7313  0.099
H  6.2382  -1.1913  -2.3618  0.103
H  4.5152  -1.6444  0.1312  0.107
H  4.1020  -0.7666  -1.3123  0.106
H  5.7919  0.9250  -0.7810  0.113
H  6.1970  0.1180  0.7339  0.101
H  4.2179  2.0833  0.2721  0.109
H  3.2838  0.6234  0.3298  0.067
H  3.5454  1.8898  2.5091  0.102
H  5.2484  1.5713  2.4494  0.109
H  4.1058  0.0504  3.9919  0.112
H  4.9354  -0.8026  2.7162  0.103
H  2.9395  -1.9607  2.8985  0.116
H  2.6574  -0.9876  1.4910  0.078
H  1.4527  -0.7578  4.2465  0.110
H  1.6306  0.7010  3.3226  0.107
H  -0.5412  -0.2741  3.0361  0.096
H  0.1539  -1.7189  2.2406  0.103
H  1.0548  0.8814  1.1960  0.074
H  -0.6958  0.6534  1.0070  0.114
H  1.5412  -0.7638  -0.4476  0.107
H  0.2496  -1.7342  0.1342  0.081
H  1.4132  1.6292  -0.5747  0.065
H  1.6914  1.9844  -2.2409  0.122
H  -0.5015  3.5967  -1.8220  0.092
H  1.1603  4.0703  -1.6651  0.106
H  0.9039  4.5339  0.4899  0.108
H  0.3149  2.9317  0.8854  0.086
H  -1.2073  5.3477  -0.1305  0.109
H  -1.9384  3.7312  -0.0367  0.109
H  -0.8650  5.4228  2.2898  0.069
H  -1.5507  3.7718  2.4568  0.067
H  -2.5346  5.1164  1.9239  0.066
H  -0.7125  2.2892  -3.5376  0.119
H  -3.9026  0.2883  -6.1189  0.101
H  -4.2581  -1.9218  -5.1374  0.103
H  -0.5456  -3.0678  -1.2277  0.113
H  -2.0380  -3.1959  -2.1052  0.100
H  -2.6526  -3.6258  0.0707  0.103
H  -1.6703  -2.3973  0.8123  0.074
H  -2.7171  -1.0258  2.4314  0.084
H  -4.1958  -0.0679  2.5436  0.121
H  -3.8547  -2.8180  3.8263  0.078
H  -3.4694  -1.3001  4.6193  0.077
H  -5.1277  -1.6385  4.1689  0.075
H  -6.6264  -2.3485  -0.1813  0.116
H  -6.0962  -0.6440  -0.2791  0.108
H  -6.0844  -1.0984  -2.8517  0.067
H  -7.5554  -0.6324  -2.0173  0.076
H  -7.3265  -2.3212  -2.4512  0.073

[3]
Molecular formula: C10H14MnNO9PS
Method: DFT, wB97M-V/def2-TZVPD

Calculated values
Gap between HOMO and LUMO (spin up / spin down) ... 7.64 / 6.89 eV
Multiplicity ... 2
Energy relative to the best compared isomer or geometry (same formula, charge and spin) ... 6.6 kcal/mol

Last column: Löwdin spin population.
Geometry (Å):
Mn  -0.8793  -0.3843  -0.0249  1.005
O  1.9916  1.6296  1.5652  -0.001
C  1.1383  1.2924  0.7718  0.001
O  1.0588  0.1583  0.1493  0.000
C  -0.0509  2.2033  0.4775  -0.005
C  -0.1502  3.5610  0.7194  0.000
C  -1.3601  4.1938  0.4601  -0.005
C  -2.4483  3.4568  0.0092  0.001
C  -2.2733  2.0985  -0.1982  -0.006
N  -1.0920  1.5214  0.0075  -0.007
C  -3.2806  1.0582  -0.5568  -0.005
O  -4.5176  1.4142  -0.8916  -0.002
O  -2.9712  -0.1155  -0.5329  0.006
H  1.4317  -0.8154  1.8936  0.000
H  0.7001  4.0916  1.1240  0.000
H  -1.4664  5.2555  0.6361  0.000
H  -3.4022  3.9449  -0.1475  0.000
H  -4.6148  2.3741  -0.8930  0.000
O  1.0797  -1.4732  2.5202  0.000
S  -0.3949  -1.8117  2.0982  0.000
O  -0.8850  -2.7176  3.0718  0.001
O  -1.0948  -0.4967  1.9841  0.011
O  -0.3413  -2.3175  0.6988  0.004
C  0.3312  -1.7507  -4.3143  0.000
P  0.1104  -1.9303  -2.5396  0.000
C  -0.7682  -3.4697  -2.2716  0.000
C  1.7394  -2.1260  -1.8260  0.000
O  -0.6513  -0.7387  -2.0105  0.002
H  0.8678  -2.6063  -4.7248  0.000
H  0.8976  -0.8404  -4.5090  0.000
H  -0.6428  -1.6694  -4.7956  0.000
H  -0.2317  -4.3103  -2.7127  0.000
H  -1.7607  -3.3921  -2.7158  0.000
H  -0.8673  -3.6193  -1.1961  0.000
H  2.2546  -2.9718  -2.2843  0.000
H  1.6288  -2.2966  -0.7562  0.000
H  2.3093  -1.2111  -1.9811  0.000

[4]
Molecular formula: C5H5FHgLiO4
Method: DFT, wB97M-V/def2-TZVPD

Calculated values
Gap between HOMO and LUMO (spin up / spin down) ... 6.57 / 5.27 eV
Multiplicity ... 3
Charge ... +1
Energy relative to the best compared isomer or geometry (same formula, charge and spin) ... 133.1 kcal/mol

Last column: Löwdin spin population.
Geometry (Å):
H  0.5448  -0.4926  -1.2428  0.029
O  -0.7798  -0.9891  0.2563  -0.027
O  -1.5133  -2.5696  -1.0323  0.093
O  -0.9724  -3.0596  1.1171  0.016
C  -0.5326  -0.5487  -1.0708  -0.074
C  -1.2950  -1.4613  -1.8272  0.402
C  -1.1465  -2.2891  0.2257  0.005
H  -1.3589  -1.6022  -2.9009  0.019
C  2.0114  1.4038  1.1326  0.458
C  0.9142  1.7305  0.2693  0.041
O  -0.2049  1.7497  1.0564  0.315
Hg  -1.7632  3.4816  1.0927  0.321
Li  -0.2344  0.0747  1.8920  0.023
F  1.7903  0.2032  1.7914  0.103
H  3.0645  1.5806  0.9232  0.023
H  0.0412  1.1099  -0.9703  0.221
H  1.4344  1.6782  -0.7124  0.033

[5]
Molecular formula: C4H7N2
Method: DFT, wB97M-V/def2-TZVPD

Calculated values
Gap between HOMO and LUMO (spin up / spin down) ... 7.98 / 7.98 eV
Charge ... +1
Energy relative to the best compared isomer or geometry (same formula, charge and spin) ... 136.5 kcal/mol

Last column: natural (NBO) charge in e.
Geometry (Å):
C  -0.8179  1.5051  1.6654  -0.431
N  -0.1489  1.1609  0.4276  -0.455
C  0.1471  -0.3155  0.2931  0.172
C  0.8608  -0.8980  -0.7330  0.138
N  1.7698  -1.5318  -1.2753  -0.206
C  0.6710  -1.7650  -2.1017  -0.073
H  -1.7931  2.0021  1.3670  0.249
H  -1.1573  0.6085  2.1353  0.207
H  -0.1048  1.9030  2.3425  0.240
H  0.4710  1.8562  0.0332  0.430
H  -0.5705  -0.7509  0.9958  0.267
H  0.0383  -2.6462  -2.0944  0.233
H  0.6344  -1.1283  -3.0555  0.229

Which of these has the lowest energy relative to the best compared isomer or geometry (same formula, charge and spin)?
C31H53N2O3P

Which value of energy relative to the best compared isomer or geometry (same formula, charge and spin) does entry 2 give?
0.0 kcal/mol

What is the energy relative to the best compared isomer or geometry (same formula, charge and spin) in the fourth record?
133.1 kcal/mol

Among the records above, which one has the highest energy relative to the best compared isomer or geometry (same formula, charge and spin)?
C4H7N2